86
Properties=species:S:1:pos:R:3:forces:R:3 method="wB97M-V/def2-TZVPD" e_tot_ha=-2146.1027 charge=+1 largest_force_ha_per_bohr=0.011 lumo_ev=-3.295 de_lowest_kj_mol=0.0 homo_lumo_gap_ev=6.0
Cd -0.228253 -0.235772 -0.319499 0.06 0.34 -0.01
C 2.524180 -2.138346 3.016005 -0.06 0.05 -0.06
C 1.250305 -1.403008 2.689340 -0.02 -0.03 0.22
C 0.101366 -2.102212 2.336954 0.03 0.01 0.04
C -1.095462 -1.440931 2.068834 -0.02 -0.04 -0.02
C -2.352863 -2.218978 1.764631 0.07 0.05 -0.01
C -1.114949 -0.038536 2.163568 0.03 -0.04 -0.22
C 0.029332 0.686319 2.523204 -0.05 0.10 0.15
C -0.011658 2.186063 2.644653 0.00 -0.02 -0.08
C 1.198650 -0.015818 2.780221 0.05 -0.04 0.08
H 2.605648 -2.291577 4.095216 0.02 0.00 -0.04
H 3.398375 -1.569280 2.693161 -0.05 -0.03 0.00
H 2.548532 -3.118254 2.536130 0.00 0.04 0.01
H 0.129372 -3.185956 2.287720 0.00 0.01 -0.05
H -2.710941 -2.716960 2.668465 0.00 0.02 -0.01
H -2.171123 -2.990448 1.014698 0.01 0.02 0.01
H -3.146560 -1.569277 1.397987 -0.02 0.02 -0.03
H -2.052059 0.488012 2.015311 -0.01 -0.02 -0.06
H 0.410421 2.507194 3.597994 -0.02 -0.02 0.00
H -1.034915 2.560450 2.579100 0.05 -0.03 0.02
H 0.570135 2.640698 1.838831 -0.06 -0.07 0.04
H 2.094691 0.533338 3.055119 -0.04 -0.02 -0.04
N -2.198295 1.600802 -0.855316 -0.20 -0.43 0.10
C -3.256366 0.656516 -0.904977 0.18 0.34 -0.12
C -4.311204 0.768788 -0.002503 0.02 0.00 0.13
C -5.346840 -0.151661 0.002613 -0.04 -0.03 0.00
C -5.348643 -1.191554 -0.915866 0.02 0.01 -0.07
C -4.299165 -1.299344 -1.820148 0.02 -0.01 0.07
C -3.232418 -0.400777 -1.827909 0.12 -0.09 -0.11
C -2.106576 -0.582093 -2.805534 -0.11 -0.01 0.14
C -2.412066 -0.722458 -4.161134 -0.05 0.09 0.02
C -1.410609 -0.924231 -5.098892 0.12 -0.04 0.05
C -0.088464 -0.994377 -4.680250 -0.04 0.00 0.02
C 0.214787 -0.866262 -3.327356 -0.19 -0.06 -0.05
C -0.775361 -0.659260 -2.361694 -0.14 -0.17 -0.04
H -2.436597 2.441107 -0.353913 -0.01 0.10 0.05
H -1.793742 1.824872 -1.753874 0.08 -0.06 -0.04
H -4.319746 1.597226 0.701532 0.00 -0.04 -0.07
H -6.157367 -0.046390 0.716305 0.07 0.00 -0.07
H -6.163470 -1.905404 -0.936376 0.07 0.02 0.01
H -4.286195 -2.114748 -2.535183 0.00 0.03 0.02
H -3.446283 -0.649553 -4.481962 0.04 -0.02 0.00
H -1.658268 -1.025234 -6.148303 -0.01 0.02 0.02
H 0.707248 -1.143317 -5.405199 -0.08 0.01 0.06
H 1.256166 -0.939580 -3.033409 0.06 0.02 0.06
C 6.237198 0.560457 -4.346989 -0.06 -0.05 -0.01
C 6.360806 0.677827 -2.834145 -0.17 -0.11 -0.16
N 5.189689 0.134041 -2.133639 0.08 0.03 0.04
C 4.173304 0.975349 -1.819415 0.27 -0.11 -0.07
C 3.045369 0.646520 -1.141840 -0.22 -0.15 -0.06
C 2.051541 1.799673 -0.953956 -0.26 0.02 0.27
O 2.337705 2.851300 -1.516707 -0.13 -0.10 0.17
O 1.035824 1.568756 -0.208804 0.43 0.19 -0.33
C 2.871307 -0.715638 -0.715377 -0.03 0.11 0.06
O 1.931891 -1.169488 -0.041830 0.01 -0.06 -0.25
C 3.929071 -1.648325 -1.152758 -0.04 0.03 0.07
C 3.773681 -3.007075 -0.881729 -0.22 0.08 0.11
C 4.722004 -3.901319 -1.273803 -0.03 -0.04 -0.07
F 4.516081 -5.218937 -1.049724 0.00 -0.13 0.00
C 5.885100 -3.496557 -1.932213 0.18 0.01 0.01
C 6.041100 -2.148911 -2.203912 0.26 -0.04 -0.07
C 5.066327 -1.211753 -1.838745 0.05 0.11 -0.12
N 6.916243 -4.401127 -2.327324 0.04 -0.05 -0.02
C 7.158207 -4.528784 -3.755762 -0.12 -0.15 0.20
C 8.585223 -4.976811 -3.992297 -0.08 -0.05 -0.01
N 8.789685 -6.292585 -3.277071 0.03 0.40 0.23
C 8.508786 -6.144614 -1.797606 -0.10 0.04 -0.04
C 7.076130 -5.675223 -1.635145 0.00 0.29 -0.25
H 7.120465 0.978525 -4.832375 -0.03 -0.02 0.02
H 5.361157 1.110174 -4.697691 0.06 -0.05 0.01
H 6.127858 -0.482982 -4.657915 0.01 0.10 0.02
H 6.448911 1.720435 -2.544768 -0.01 0.07 0.05
H 7.253560 0.175583 -2.469930 0.05 -0.01 0.09
H 4.273287 2.005615 -2.141550 0.04 0.00 0.04
H 2.868945 -3.334124 -0.382834 0.06 0.00 0.00
H 6.956248 -1.833480 -2.693051 -0.11 -0.02 0.05
H 7.003781 -3.576614 -4.255347 -0.01 0.04 0.01
H 6.469475 -5.257278 -4.217077 -0.04 0.04 -0.04
H 9.285072 -4.268259 -3.561993 0.13 0.01 0.07
H 8.802631 -5.112870 -5.048533 0.01 -0.12 -0.03
H 9.727681 -6.650277 -3.435955 0.15 -0.03 -0.01
H 8.137663 -6.972627 -3.660228 -0.12 -0.21 -0.12
H 9.202408 -5.404521 -1.410857 0.12 0.04 -0.04
H 8.681358 -7.101245 -1.310737 0.01 -0.08 -0.09
H 6.873652 -5.557058 -0.576651 -0.03 0.02 0.09
H 6.398073 -6.449442 -2.019481 -0.07 -0.03 0.04